Record 1
{"formula": "C10H10F4N2O4S2Sn", "method": "the ωB97M-V functional and the def2-TZVPD basis", "spin_multiplicity": 2, "total_charge": 1, "orbital_gap_ev": [7.897, 7.099], "total_energy_ha": -2207.38655, "homo_energy_ev": [-11.84, -12.35], "largest_force_ev_per_a": 0.84, "species": ["Sn", "S", "S", "F", "F", "F", "F", "O", "O", "O", "O", "N", "N", "C", "C", "C", "C", "C", "C", "C", "C", "C", "C", "H", "H", "H", "H", "H", "H", "H", "H", "H", "H"], "positions_angstrom": [[0.967, -0.515, -1.293], [4.957, 0.439, -1.797], [0.707, 1.898, 0.414], [-0.319, 3.263, -1.535], [-5.435, -1.197, -1.575], [1.003, 4.398, -0.251], [-0.983, 3.862, 0.439], [1.217, -1.466, 0.538], [-0.375, 0.925, 0.175], [1.804, 1.506, -0.522], [1.094, 2.131, 1.767], [-0.086, -1.198, 2.366], [2.196, -0.877, 2.489], [1.115, -1.158, 1.774], [0.058, 3.475, -0.276], [-1.960, -1.987, -1.048], [-2.157, 0.094, -2.328], [3.510, -0.692, 1.884], [-3.351, -2.084, -1.004], [-4.102, -1.099, -1.617], [-3.543, -0.018, -2.277], [-1.442, -0.896, -1.703], [3.709, -0.376, -1.606], [-4.185, 0.721, -2.737], [2.054, -0.496, 3.411], [4.263, -0.796, 2.661], [3.674, -1.461, 1.135], [-1.344, -2.751, -0.590], [-0.886, -1.190, 1.753], [-1.695, 0.933, -2.831], [-3.845, -2.912, -0.513], [-0.217, -0.771, 3.269], [3.597, 0.294, 1.427]], "lowdin_spin": [0.2277, 0.0099, 0.0040, 0.0003, -0.0037, 0.0001, 0.0001, 0.0195, -0.0045, 0.0445, 0.0037, 0.0009, 0.0000, 0.0015, 0.0002, 0.0528, 0.0480, 0.0002, 0.0249, -0.0121, 0.0240, 0.4369, 0.1026, 0.0037, 0.0000, 0.0000, 0.0002, 0.0057, -0.0002, 0.0050, 0.0039, 0.0002, 0.0000]}

***

Record 2
{"formula": "CH6N2O", "method": "the ωB97M-V functional and the def2-TZVPD basis", "e_above_lowest_kcal_mol": 9.0, "total_charge": 0, "orbital_gap_ev": 10.510, "total_energy_ha": -226.45328, "homo_energy_ev": -9.54, "largest_force_ev_per_a": 0.71, "species": ["O", "N", "N", "C", "H", "H", "H", "H", "H", "H"], "positions_angstrom": [[1.736, 1.312, 0.048], [-1.321, 0.404, 0.327], [0.363, -1.092, -0.117], [-0.865, -0.749, -0.209], [-1.622, -1.246, -0.823], [2.702, 1.337, 0.087], [1.490, 0.355, 0.084], [0.522, -1.909, -0.701], [-2.299, 0.599, 0.436], [-0.706, 0.990, 0.869]], "nbo_charge": [-0.9949, -0.8005, -0.7706, 0.3007, 0.1534, 0.4634, 0.4955, 0.3514, 0.3912, 0.4104]}

***

Record 3
{"formula": "C8H10N2O", "method": "the ωB97M-V functional and the def2-TZVPD basis", "e_above_lowest_kcal_mol": 64.5, "total_charge": 0, "orbital_gap_ev": 7.540, "total_energy_ha": -495.51083, "homo_energy_ev": -8.00, "largest_force_ev_per_a": 5.09, "species": ["O", "N", "N", "C", "C", "C", "C", "C", "C", "C", "C", "H", "H", "H", "H", "H", "H", "H", "H", "H", "H"], "positions_angstrom": [[-3.948, 0.638, -0.336], [1.155, 1.428, 0.145], [2.104, -0.650, 0.111], [3.099, 0.245, -0.078], [-0.343, -1.832, -0.040], [-3.068, -0.101, 0.002], [2.499, 1.475, -0.073], [-1.701, 0.468, 0.086], [-1.764, 1.957, -0.063], [0.914, 0.131, 0.207], [-0.423, -0.330, 0.175], [0.093, -1.988, -1.018], [3.042, 2.444, -0.073], [4.103, 0.163, -0.110], [2.130, -1.641, 0.103], [0.184, -2.285, 0.796], [-1.225, 2.325, 0.781], [-3.151, -1.220, 0.231], [-2.760, 2.320, -0.190], [-1.334, 2.356, -1.003], [-1.263, -2.303, 0.023]], "nbo_charge": [-0.5284, -0.4023, -0.5142, -0.0889, -0.6534, 0.3825, -0.0875, -0.0666, -0.6703, 0.2573, 0.0428, 0.2239, 0.2052, 0.2187, 0.4253, 0.2084, 0.2371, 0.1114, 0.2476, 0.2296, 0.2218]}